ORCA calculation (ωB97M-V/def2-TZVPD) on 10 unconnected molecules or ions with the total composition C7H29NO9.

Last column: Löwdin charge in e.
Geometry (Å):
C -2.9584 -2.2251 -0.6091  -0.1118
C -2.0757 -1.4084 -1.5107  -0.2753
C -1.1455 -0.4530 -0.7811  -0.1829
C -0.1875 0.2251 -1.6721  -0.2380
C 1.1674 0.4650 -1.2513  -0.0783
C 1.7075 1.3996 -2.0746  -0.1791
N 0.8480 1.6828 -3.1297  0.0358
C -0.3024 0.8904 -2.8380  -0.0557
H -2.8045 -3.2951 -0.7053  0.0659
H -4.0130 -2.0474 -0.7893  0.0662
H -2.8364 -2.0587 0.4906  0.0799
H -1.4117 -1.9246 -2.2811  0.1250
H -2.7178 -0.8722 -2.2375  0.1090
H -1.6678 0.3950 -0.2776  0.1181
H -0.7970 -1.1285 0.0618  0.1254
H 1.5870 0.1847 -0.3011  0.1183
H 2.6312 1.9592 -2.1261  0.1278
H 1.0151 2.2155 -3.9594  0.1377
H -1.1029 1.0715 -3.5577  0.1234
O 0.6758 -2.6926 2.7640  -0.0514
H -0.0787 -2.2021 2.4192  0.0184
H 1.4233 -2.0984 2.9210  0.0142
O -1.3943 1.2736 1.9784  -0.0754
H -0.8124 0.5490 2.2920  0.0223
H -0.7444 1.9190 1.6691  0.0457
O 3.1831 -1.6550 -2.1501  -0.0484
H 2.7773 -0.7822 -2.1332  -0.0165
H 3.9649 -1.5417 -2.7002  0.0403
O 0.6849 3.7298 -0.3225  -0.0451
H 0.2117 4.5488 -0.4892  0.0658
H 0.7906 3.1951 -1.1277  0.0238
O 1.9968 2.2124 1.4956  -0.0660
H 1.4573 2.5002 0.7326  -0.0178
H 2.0484 3.0333 1.9969  0.0497
O 2.9962 -0.3165 2.9725  -0.0597
H 3.2218 -0.4040 3.8996  0.0405
H 2.3199 0.3299 2.7362  -0.0064
O 0.0970 0.0538 3.8126  -0.0481
H 0.0662 -0.8982 3.9763  0.0384
H -0.4517 0.5381 4.4352  0.0707
O 0.6587 -4.1544 -2.4495  -0.0739
H 1.2999 -3.4183 -2.5039  0.0189
H 0.3133 -3.9430 -1.5689  0.0273
O -4.0364 2.0476 1.4548  -0.0916
H -4.4924 1.2317 1.6939  0.0245
H -3.1122 1.8683 1.7445  -0.0117

Summary:
2S+1: 1
Electronic energy, a.u.: -1015.9919
HOMO, eV: -8.9984
Structure (SMILES): CCCc1cc[nH]c1.O.O.O.O.O.O.O.O.O
Relative energy (zero: lowest compared OMol25 entry of this formula, charge and spin), kcal per mole: 25.78

ORCA calculation (ωB97M-V/def2-TZVPD) on 8 unconnected molecules or ions with the total composition C26H50Cl8O10.

Last column: Löwdin charge in e.
Geometry (Å):
Cl 6.2797 -1.5128 2.4894  0.5850
C 5.0288 -2.6870 2.0896  -0.7223
C 4.5002 -2.6317 0.7087  -0.6585
Cl 3.3342 -3.9879 0.4926  0.5846
H 4.2303 -2.5096 2.8102  0.0718
H 5.4512 -3.6568 2.3523  0.0708
H 5.3379 -2.6709 0.0123  0.0679
H 3.9544 -1.6910 0.6363  0.0217
Cl -0.1695 0.4456 -4.9686  0.5962
C -1.9487 0.4133 -5.1159  -0.5746
C -2.6180 0.0849 -3.7170  -0.6303
Cl -2.3970 1.3330 -2.4465  0.5607
H -2.1808 -0.2893 -5.9163  0.0747
H -2.3190 1.3935 -5.4163  0.0709
H -2.2611 -0.8154 -3.2167  -0.0009
H -3.6906 -0.0557 -3.8502  0.0698
Cl -3.3466 -3.3072 -2.4758  0.5793
C -4.5027 -2.5972 -1.3824  -0.7089
C -5.2744 -3.6190 -0.5220  -0.5909
Cl -6.7494 -4.3371 -1.3641  0.4936
H -5.2502 -1.9969 -1.9009  0.0667
H -4.0235 -1.8499 -0.7499  0.0300
H -5.6963 -3.1529 0.3684  0.0667
H -4.6285 -4.4141 -0.1495  0.0670
Cl 2.2594 0.0076 -0.5495  0.6565
C 1.0415 -1.0774 0.1626  -0.6324
C -0.3583 -0.9071 -0.4503  -0.6511
Cl -1.4523 -2.0077 0.3899  0.6285
H 0.9450 -0.9261 1.2377  0.0730
H 1.3178 -2.1062 -0.0685  0.0249
H -0.4557 -1.2075 -1.4935  0.0461
H -0.7133 0.1036 -0.2489  0.0457
C -4.2439 -3.3355 7.8049  -0.1052
O -3.4845 -2.5036 6.9642  -0.2042
C -2.0643 -2.6391 7.0379  -0.1857
C -1.4646 -1.4483 6.3172  -0.2467
O -1.6125 -1.5767 4.9494  -0.1586
C -0.9691 -0.5364 4.2478  -0.1152
H -5.2971 -3.0810 7.6865  0.0901
H -3.8748 -2.9826 8.7679  0.0843
H -4.0905 -4.4056 7.6655  0.0868
H -1.7351 -3.4995 6.4552  0.1288
H -1.7661 -2.6810 8.0855  0.1240
H -0.4411 -1.3841 6.6864  0.1261
H -2.0330 -0.5617 6.5980  0.1327
H -1.1508 -0.7178 3.1885  0.0558
H 0.0743 -0.4170 4.5397  0.0851
H -1.3289 0.4583 4.5108  0.0839
C -3.1106 1.6144 1.5761  -0.1139
O -3.1260 3.0153 1.4452  -0.1794
C -4.2520 3.5717 0.7444  -0.1707
C -5.4285 3.9334 1.6615  -0.1698
O -6.0593 2.7115 2.1200  -0.2110
C -7.1084 2.9810 2.9899  -0.1275
H -2.3156 1.2827 2.2440  0.0763
H -3.1794 1.1003 0.6175  0.0528
H -4.0901 1.2966 1.9332  0.0797
H -4.6043 2.8782 -0.0192  0.1160
H -3.9209 4.4302 0.1602  0.1219
H -6.1159 4.5877 1.1254  0.1196
H -5.2099 4.4535 2.5942  0.1231
H -7.7844 3.6399 2.4449  0.0893
H -6.7559 3.4820 3.8914  0.0855
H -7.5444 2.0487 3.3489  0.0937
C 5.9145 5.8136 -2.2511  -0.1213
O 5.9633 4.4347 -2.4753  -0.1863
C 5.1384 3.5950 -1.6078  -0.1437
C 5.1928 2.1127 -2.0927  -0.1650
O 4.5543 1.8805 -3.3386  -0.1883
C 3.2199 2.1679 -3.4983  -0.1319
H 6.9418 6.1225 -2.0579  0.0903
H 5.2266 6.1348 -1.4689  0.0868
H 5.5677 6.3676 -3.1234  0.0836
H 4.1166 3.9737 -1.5847  0.1123
H 5.5649 3.6304 -0.6053  0.1268
H 4.7474 1.3726 -1.4279  0.0893
H 6.2329 1.7898 -2.1383  0.1250
H 2.8865 3.1741 -3.2445  0.0978
H 2.5239 1.5093 -2.9786  0.0454
H 2.9869 1.9633 -4.5433  0.0900
C 4.3821 -1.1025 -5.5553  0.1754
C 5.3010 -1.0737 -4.5722  -0.1256
C 4.9854 -1.3094 -3.1512  -0.3028
O 5.7183 -1.0959 -2.2311  0.1855
C 3.6055 -1.7982 -2.9886  0.1475
C 2.6459 -1.7513 -3.8987  -0.1474
C 2.9890 -1.4403 -5.3538  -0.2721
O 2.1267 -1.3397 -6.2251  0.1280
O 1.3371 -2.0370 -3.6811  0.1546
O 6.6312 -0.8736 -4.8637  0.1892
H 4.7177 -0.8221 -6.5428  0.1684
H 3.1773 -2.0527 -2.0303  0.1031
H 0.9397 -2.1326 -4.5497  0.1027
H 7.1081 -0.6956 -4.0498  0.1331

Summary:
2S+1: 2
⟨S²⟩: 0.764
Total charge: +1
Electronic energy, a.u.: -5454.0778
HOMO (spin up / spin down), eV: -10.8523 / -10.8523

ORCA calculation (ωB97M-V/def2-TZVPD) on C3H4N2 in the gas phase.

Last column: Löwdin charge in e.
Geometry (Å):
C -0.4830 -1.0831 -0.0526  -0.2104
C -1.0056 0.2369 0.0522  -0.0893
N 0.1160 0.9529 -0.0537  0.0224
C 1.2394 0.0991 -0.1357  -0.2098
N 0.8190 -1.1136 -0.0010  0.0067
H -1.2759 -1.8958 -0.1202  0.1138
H -2.0074 0.5652 0.0098  0.0941
H 0.2599 1.8876 -0.1253  0.0951
H 2.3376 0.3508 0.4266  0.1774

Summary:
2S+1: 1
Electronic energy, a.u.: -226.1719
HOMO, eV: -8.6471
Structure (SMILES): c1c[nH]cn1
Relative energy (zero: lowest compared OMol25 entry of this formula, charge and spin), kcal per mole: 33.46